(1)
C24H66Cu3N6O10S | ωB97M-V with the def2-TZVPD basis set

The geometry in XYZ format:
```
110
Properties=species:S:1:pos:R:3:forces:R:3
Cu 0.03709 -3.34620 4.54974 -0.31 0.39 -1.04
Cu -2.83712 0.19579 6.61860 -0.07 -0.05 -1.10
Cu 1.53833 2.09408 4.72647 -0.50 0.09 -0.97
S -1.40338 0.30367 2.52572 0.95 0.66 -2.89
O -0.11973 -0.33083 2.82403 3.76 -0.95 1.20
O -1.42713 1.64933 3.08620 0.33 1.48 0.85
O -1.61815 0.25852 1.06788 -0.27 0.33 0.96
O -2.34473 -0.54338 3.21041 -3.68 -1.90 2.53
C 3.03635 5.25553 2.02963 1.21 0.05 1.19
C 3.26130 5.94688 3.41144 1.47 0.50 -2.17
C 2.01283 6.52357 3.95319 -0.01 0.60 0.52
O 2.23715 7.05441 5.25492 0.36 -1.73 0.07
C 1.01764 7.50701 5.76540 0.24 0.91 0.94
N 3.85583 5.02410 4.35071 -0.66 -1.01 1.20
H 2.74119 5.87996 1.18638 -0.53 -0.05 0.39
H 2.42637 4.38047 2.25393 -0.69 0.19 -0.45
H 3.97567 4.79513 1.72337 0.27 0.16 -0.01
H 4.05326 6.69456 3.45486 -0.34 0.96 -1.38
H 1.33579 5.67082 3.90264 -0.86 0.08 0.58
H 1.61791 7.38529 3.41507 -0.05 -0.40 -0.90
H 1.07434 7.68747 6.83886 0.50 -0.07 0.08
H 0.21595 6.77479 5.66933 -0.24 0.24 -0.62
H 0.90289 8.49525 5.32007 -1.15 -0.05 -0.20
H 4.04572 5.70327 5.07373 0.06 -0.63 1.20
H 4.78066 4.75257 4.04891 0.06 -0.19 -0.41
C 1.04001 -1.14881 -4.55677 0.13 0.25 -0.99
C 2.28521 -1.22854 -3.68826 -1.46 -0.81 -0.23
C 3.57368 -0.86385 -4.35502 1.55 -1.20 -0.88
O 3.82287 -1.60874 -5.54959 0.10 -1.60 -1.32
C 4.40403 -2.95413 -5.36442 -0.27 1.48 1.64
N 2.12472 -0.49230 -2.47717 -0.07 0.67 1.79
H 0.86063 -0.10492 -4.81412 -0.12 0.11 -0.18
H 0.12725 -1.53197 -4.10052 0.20 -0.01 0.46
H 1.16232 -1.71643 -5.47923 0.11 0.10 -0.14
H 2.34451 -2.28027 -3.40816 0.35 -0.17 0.19
H 4.41956 -1.15805 -3.73371 -0.09 0.59 0.81
H 3.68643 0.17980 -4.64855 -0.30 0.11 0.16
H 4.34240 -3.66300 -6.19014 -0.53 0.72 -0.29
H 3.95808 -3.38274 -4.46691 -0.39 -0.39 -0.15
H 5.45129 -2.88313 -5.07065 0.33 0.36 -0.32
H 1.35303 -0.85152 -1.93352 0.05 -0.61 0.20
H 1.79142 0.45490 -2.58588 0.40 0.42 -0.71
C -4.30645 -7.10545 4.02673 1.42 0.10 0.03
C -3.40043 -5.91246 3.67884 -0.60 0.39 -2.15
C -2.64743 -6.05836 2.27913 -0.79 -0.93 1.96
O -1.45052 -5.32425 2.26278 0.50 1.25 -0.50
C -0.94206 -5.10784 0.91382 -0.53 -1.25 0.28
N -4.25816 -4.76227 3.67817 -0.52 1.95 0.42
H -4.68185 -6.85462 5.01884 -0.27 -0.50 -0.11
H -3.67318 -7.99262 4.02948 -0.22 -0.28 0.36
H -5.11670 -7.29659 3.32313 0.00 0.39 -0.02
H -2.69334 -5.71202 4.48379 0.39 -0.48 -0.02
H -3.31739 -5.75559 1.47442 -0.09 0.15 0.00
H -2.49280 -7.13478 2.20482 0.58 -0.21 -0.52
H -1.75420 -5.04285 0.18973 -0.25 0.39 0.18
H -0.44063 -6.03790 0.64614 0.53 0.17 -0.16
H -0.30359 -4.23109 0.80531 -0.06 -0.12 0.52
H -3.75481 -3.88671 3.66659 0.45 0.12 0.25
H -4.84327 -4.62681 2.86614 -0.28 -0.79 -0.22
C 5.56550 -3.76493 1.88540 1.68 -0.04 -0.47
C 5.76463 -3.15862 3.29708 -0.39 -0.98 -1.56
C 6.71159 -1.95565 3.26343 0.42 0.86 -1.33
O 7.92805 -2.05710 2.47807 -0.49 -0.58 0.91
C 8.99403 -2.81514 3.04324 -0.25 0.17 0.40
N 4.40286 -2.88265 3.82342 0.66 0.64 0.59
H 4.88163 -4.60753 1.78314 -0.35 0.40 0.38
H 6.51240 -4.16075 1.51824 0.38 -0.38 0.48
H 5.47386 -3.04278 1.07411 -0.98 0.48 0.30
H 6.24685 -3.92646 3.90204 -0.32 -0.12 0.30
H 6.90852 -1.57152 4.26432 0.29 -0.21 0.32
H 6.24537 -1.13386 2.71991 -0.54 0.03 0.09
H 9.07224 -2.66561 4.12010 -0.14 0.19 0.25
H 9.93611 -2.46047 2.62514 -0.19 -0.12 -0.27
H 8.87696 -3.88935 2.90015 0.00 -0.09 -0.31
H 4.51094 -2.26729 4.61698 0.12 -0.12 0.81
H 3.91974 -2.24353 3.20844 -0.04 -0.12 -0.86
C -5.81810 -2.12923 -4.23392 -0.96 0.22 -0.16
C -5.73582 -0.85477 -3.33023 -0.14 -0.01 -2.88
C -7.02270 -0.02025 -3.44302 -0.24 -0.48 -0.90
O -7.39020 0.39157 -4.77580 1.55 -0.13 0.25
C -8.72196 0.85120 -4.86564 0.50 -0.85 1.15
N -5.52122 -1.22733 -1.98469 0.60 -0.87 1.75
H -5.31274 -3.02111 -3.86343 0.71 0.36 0.08
H -5.60072 -1.94615 -5.28623 0.58 0.19 0.18
H -6.83286 -2.51706 -4.32288 -0.48 0.33 0.40
H -4.87683 -0.25657 -3.63420 -0.02 0.23 -0.71
H -6.89129 0.84280 -2.79037 -0.45 0.19 0.17
H -7.81073 -0.70545 -3.13054 -0.25 0.19 0.68
H -9.35310 0.00227 -4.60281 -0.56 -0.15 -0.49
H -8.89460 1.22928 -5.87328 -0.07 0.07 0.32
H -8.89902 1.54268 -4.04185 -0.18 0.75 -0.36
H -4.96147 -0.53351 -1.50993 -0.40 0.68 0.30
H -4.80892 -1.94062 -2.04747 -0.15 -0.71 0.25
C -3.56956 5.30075 -3.50624 1.78 -1.83 0.17
C -2.57292 4.12320 -3.01018 -0.67 2.14 -0.14
C -1.04535 4.44696 -2.95006 -0.58 0.30 -1.27
O -0.56122 4.41479 -4.29133 -0.27 -0.44 -0.83
C 0.79314 4.79956 -4.57287 -1.57 0.46 1.34
N -3.11807 3.88886 -1.64851 1.16 -0.91 -0.42
H -4.51369 4.75605 -3.50209 -0.32 0.62 -0.04
H -3.37135 5.71863 -4.49325 0.09 -0.12 0.06
H -3.50411 6.05122 -2.71845 -0.32 0.04 -0.20
H -2.68876 3.21763 -3.60569 0.13 0.14 -0.41
H -0.55528 3.68794 -2.34030 0.22 -0.08 0.24
H -0.82539 5.45284 -2.59238 -0.22 0.07 0.64
H 1.45261 3.99569 -4.24575 0.39 0.11 -0.43
H 0.97445 5.70744 -3.99755 0.50 0.11 0.26
H 0.84585 5.12486 -5.61185 0.11 -0.69 -0.05
H -2.44613 3.22888 -1.28377 0.33 -0.14 0.97
H -3.87986 3.24403 -1.80335 -0.73 0.18 0.14
```
Positions in Å, forces in eV/Å.

## Properties
Highest occupied orbital energy   -0.361 hartree
Gap between HOMO and LUMO   0.1312 Eh
Total charge   +1
Energy   -200105.561 eV



(2)
C24H66N2O10 | ωB97M-V with the def2-TZVPD basis set

The geometry in XYZ format:
```
102
Properties=species:S:1:pos:R:3:forces:R:3
C 0.88442 -1.96335 -1.31684 -0.09 0.39 -0.02
O 2.08358 -2.67579 -1.50175 -0.17 -0.27 0.14
C 3.13054 -1.83159 -1.90198 0.02 0.13 -0.53
C 4.43565 -2.58971 -1.82793 -0.22 0.42 0.13
N 4.80288 -2.86639 -0.45264 0.08 -0.30 0.07
C 6.04713 -3.62369 -0.34732 -0.17 0.55 -0.25
C 6.27826 -4.05384 1.07477 -0.05 -0.48 -0.21
O 5.21423 -4.91004 1.45062 0.05 0.06 -0.06
C 5.34662 -5.38516 2.76643 -0.11 -0.10 0.08
H 0.09399 -2.62133 -0.97063 0.17 -0.21 0.06
H 0.54540 -1.48281 -2.24695 0.13 -0.02 0.01
H 1.03711 -1.18393 -0.56001 -0.11 0.00 -0.04
H 3.14389 -0.91491 -1.29563 0.14 -0.13 0.14
H 2.97224 -1.50284 -2.94334 -0.07 -0.06 0.09
H 5.19446 -1.93985 -2.27873 0.11 -0.21 -0.01
H 4.32696 -3.50026 -2.43701 0.16 0.02 -0.04
H 4.06727 -3.42824 -0.03318 -0.03 0.10 0.01
H 6.87100 -2.96321 -0.64306 0.01 -0.09 -0.01
H 6.06263 -4.48775 -1.02866 0.01 -0.10 0.14
H 6.31959 -3.17610 1.72816 0.06 -0.02 0.09
H 7.21907 -4.62123 1.12084 0.05 0.20 0.18
H 5.18556 -4.58431 3.49766 0.09 -0.01 0.01
H 6.33210 -5.83827 2.93092 0.00 0.06 0.01
H 4.58924 -6.15340 2.91649 -0.02 0.05 -0.01
C -1.41586 -0.46006 0.93173 0.29 0.20 0.72
O -1.07100 -1.80191 1.20843 -0.11 0.12 -0.34
C -2.18890 -2.52995 1.65802 0.02 -0.16 0.22
C -1.69755 -3.89836 2.11871 0.11 0.11 -0.22
N -2.71426 -4.81668 2.58524 -0.06 -0.12 0.01
C -3.57671 -4.33292 3.64563 0.43 0.39 -0.03
C -4.47320 -5.42626 4.12766 -0.25 -0.02 0.56
O -5.28112 -5.83172 3.05148 -0.11 -0.14 -0.20
C -6.08021 -6.93261 3.39164 -0.08 -0.34 0.28
H -0.52894 0.07611 0.59916 -0.01 -0.13 -0.21
H -1.71366 0.01995 1.87488 -0.24 0.09 -0.18
H -2.22248 -0.36518 0.19824 0.02 -0.08 -0.05
H -2.93223 -2.64159 0.85428 -0.02 0.04 0.02
H -2.66184 -1.99171 2.49215 -0.06 -0.01 -0.07
H -0.94692 -3.74180 2.89908 -0.07 -0.03 0.07
H -1.17371 -4.36013 1.27864 0.01 -0.04 0.05
H -3.27911 -5.17616 1.82681 0.02 0.05 -0.03
H -4.19720 -3.46992 3.35932 -0.02 -0.06 -0.03
H -2.94554 -4.00229 4.47741 -0.01 -0.01 0.00
H -5.09645 -5.05092 4.95974 0.02 -0.07 -0.15
H -3.89326 -6.27396 4.51852 0.06 0.02 -0.16
H -6.63601 -7.26022 2.51740 -0.02 0.14 -0.09
H -6.78460 -6.67830 4.19601 0.00 0.00 -0.08
H -5.46976 -7.77931 3.74000 -0.01 0.11 -0.04
C -1.60802 6.00952 -1.69256 -0.26 -0.11 0.04
C -0.18280 5.83209 -2.17625 0.10 0.29 0.27
C 0.41551 7.11358 -2.74589 0.37 -0.39 -0.22
O 0.63237 5.33239 -1.08957 -0.02 0.14 -0.38
H -2.04890 5.05266 -1.40763 0.07 -0.01 -0.04
H -2.23818 6.46613 -2.45898 0.05 -0.02 -0.04
H -1.63925 6.64755 -0.80604 0.10 0.06 -0.05
H -0.13037 5.07199 -2.95645 -0.02 -0.16 0.11
H 1.50089 6.99299 -2.81072 -0.04 0.08 0.05
H 0.19000 7.99878 -2.15156 -0.09 -0.01 0.06
H 0.07486 7.25865 -3.77188 -0.19 0.17 0.09
H 0.94939 6.09701 -0.59915 0.01 -0.05 0.15
C -0.47806 4.29436 2.48455 0.32 -0.24 -0.67
C -1.20203 5.01225 3.58993 0.21 0.34 0.24
C -0.25666 5.51899 4.67183 0.35 0.02 -0.07
O -1.86759 6.13485 2.98423 -0.18 -0.19 0.01
H 0.00392 5.02029 1.82097 -0.03 0.10 0.16
H -1.14018 3.70944 1.84466 -0.08 0.02 0.11
H 0.31353 3.63182 2.83806 -0.13 -0.05 0.20
H -1.94318 4.35366 4.05313 -0.04 -0.04 -0.06
H 0.49793 6.18467 4.24257 -0.20 0.09 -0.11
H 0.31624 4.71274 5.13783 -0.28 -0.10 0.07
H -0.80459 6.07182 5.43507 0.04 -0.04 0.06
H -2.68493 6.29835 3.46185 0.03 0.08 0.02
C -4.74247 -0.11483 -3.16642 0.08 0.31 0.03
C -3.84959 0.18675 -4.35314 0.32 -0.57 -0.25
C -2.69644 1.09907 -3.97636 -0.09 0.34 -0.43
O -3.35409 -1.08774 -4.81259 -0.09 0.19 0.18
H -5.36685 0.75252 -2.94431 -0.04 -0.06 0.04
H -4.12774 -0.31807 -2.28744 -0.03 -0.09 -0.01
H -5.37247 -0.97919 -3.35965 -0.07 0.01 -0.08
H -4.42474 0.63338 -5.17274 -0.10 0.07 0.11
H -2.00303 1.24923 -4.81117 -0.04 -0.20 -0.03
H -2.13951 0.67914 -3.14285 -0.02 0.08 0.11
H -3.07039 2.10090 -3.74684 0.03 -0.10 0.32
H -2.73978 -0.93063 -5.53501 0.04 0.01 -0.02
C 2.83761 2.09297 1.19871 0.03 -0.22 -1.26
O 3.87025 1.66027 2.05937 -0.08 0.11 0.20
H 3.21561 2.27066 0.17797 0.08 0.10 0.18
H 2.04286 1.35089 1.05571 -0.08 0.08 0.43
H 2.41725 3.03680 1.53142 0.02 -0.08 0.38
H 4.26973 0.87883 1.66785 0.00 -0.03 0.04
C 2.17749 1.47487 -4.89361 0.05 0.41 -0.32
O 2.84639 1.05868 -3.72210 0.02 -0.14 0.10
H 1.16489 1.75747 -4.61301 -0.04 -0.09 0.02
H 2.65519 2.35839 -5.33860 -0.03 -0.08 0.05
H 2.13406 0.69915 -5.66297 -0.07 -0.09 0.10
H 3.65666 0.61130 -3.97910 0.05 0.03 0.05
C 0.12988 2.01001 -1.59489 0.18 -0.50 -0.21
O -0.26441 2.74242 -0.46057 0.03 0.06 0.04
H 1.13932 1.58497 -1.52146 0.00 0.12 0.14
H -0.55877 1.17001 -1.68657 -0.01 0.01 -0.06
H 0.10195 2.57572 -2.53474 -0.16 0.16 0.13
H 0.17787 3.60343 -0.48333 -0.04 0.09 -0.01
```
Positions in Å, forces in eV/Å.

## Properties
Highest occupied orbital energy   -0.314 hartree
Gap between HOMO and LUMO   0.3342 Eh
Energy   -49409.591 eV
SMILES string   COCCNCCOC.COCCNCCOC.CC(C)O.CC(C)O.CC(C)O.CO.CO.CO
Energy relative to the best compared isomer or geometry (same formula, charge and spin)   323.14 kJ/mol